# C12H30O4SiTa

C12H30O4SiTa as an isolated structure (ωB97M-V/def2-TZVPD, the OMol25 dataset).

Maximum force (eV Å⁻¹): 2.2
2S+1: 1
Charge: -1
HOMO (Ha): -0.139

Last column: Mulliken charge in e.
Atoms and positions in Å:
Ta  1.68  0.38  0.14  0.761
Si  3.84  0.21  1.68  0.381
O  -0.93  0.31  -2.85  -0.457
O  -3.10  0.62  -3.05  -0.393
O  -2.28  -1.59  2.13  -0.389
O  -1.08  -3.33  1.30  -0.498
C  -1.71  0.71  1.39  0.203
C  -1.60  -0.37  2.46  -0.730
C  4.24  -1.66  1.92  -1.204
C  5.38  0.89  0.75  -1.107
C  3.71  0.92  3.44  -1.204
C  0.61  2.04  1.27  -0.951
C  -0.86  1.92  1.77  -0.646
C  -5.08  -0.79  -3.22  -0.984
C  -1.95  -0.02  -3.38  0.784
C  -4.33  0.42  -3.74  -0.433
C  -1.70  -2.30  1.12  0.268
C  -2.00  -1.19  -4.33  -1.043
H  5.56  0.20  -0.06  0.271
H  -1.56  0.34  0.38  -0.196
H  3.38  -2.22  1.59  0.308
H  -0.58  -0.54  2.80  0.370
H  -0.86  1.98  2.86  0.303
H  3.29  0.15  4.09  0.297
H  4.72  1.09  3.82  0.335
H  0.27  0.27  -1.00  -0.054
H  5.25  1.91  0.39  0.294
H  1.23  2.32  2.12  0.076
H  -1.08  -1.20  -4.91  0.325
H  -2.14  0.02  3.31  0.385
H  0.65  2.91  0.61  0.376
H  0.97  -1.00  1.20  -0.498
H  -4.16  0.36  -4.82  0.376
H  -6.04  -0.89  -3.72  0.364
H  2.54  1.67  -0.91  -0.246
H  -1.91  -1.93  0.10  0.284
H  -2.75  1.02  1.45  0.261
H  -5.26  -0.68  -2.15  0.288
H  -4.91  1.32  -3.57  0.334
H  3.19  1.87  3.54  0.353
H  -2.82  -1.16  -5.05  0.335
H  2.46  -0.94  -0.93  -0.158
H  4.36  -1.89  2.98  0.316
H  -1.39  2.81  1.46  0.376
H  5.08  -1.99  1.32  0.335
H  -2.06  -2.11  -3.76  0.242
H  -4.52  -1.71  -3.36  0.274
H  6.24  0.81  1.41  0.317

---

# C32H46CoN2O3P2S2

C32H46CoN2O3P2S2 as an isolated structure (ωB97M-V/def2-TZVPD, the OMol25 dataset).

Maximum force (eV Å⁻¹): 0.4
2S+1: 2
Charge: -2
HOMO (alpha / beta) (Ha): -0.040 / -0.038

Last column: Mulliken charge in e.
Atoms and positions in Å:
Co  -0.94  -0.20  0.22  0.737
S  -0.95  1.63  -1.36  -0.600
S  -1.67  -1.71  1.82  -0.565
P  2.32  0.29  -1.49  1.750
P  -1.60  -2.48  -2.23  -0.382
O  -1.60  1.34  1.43  -0.761
O  0.95  -0.21  1.10  0.307
O  2.72  -0.25  2.43  -0.868
N  -1.19  -1.41  -1.26  0.642
N  -1.47  2.58  1.05  0.471
C  -0.34  -0.89  -4.16  -1.718
C  -1.62  3.54  1.99  -0.299
C  2.58  1.99  -0.83  0.489
C  -0.80  -5.24  -2.93  -2.035
C  -0.06  -3.37  5.06  -0.420
C  3.75  -0.57  -0.70  -1.397
C  2.29  3.11  -1.62  -0.495
C  1.55  -0.59  2.15  0.458
C  -1.63  -2.77  -5.20  -2.089
C  0.86  -1.54  3.13  -0.361
C  -3.29  -4.12  -0.71  -1.922
C  -1.29  5.25  0.37  -0.243
C  1.23  -2.84  5.18  -0.628
C  -1.55  4.88  1.69  -0.735
C  -1.18  2.89  -0.26  0.513
C  2.83  4.60  0.20  -0.407
C  -2.79  -0.83  -4.15  -2.061
C  -4.24  -2.00  -1.49  -1.767
C  0.93  -3.46  -2.80  -2.254
C  -1.12  4.27  -0.57  -0.889
C  -1.59  -1.78  -4.03  2.575
C  3.09  3.49  1.00  -0.704
C  2.42  4.40  -1.12  -0.596
C  1.65  -1.94  4.21  -0.771
C  2.97  2.20  0.49  -0.488
C  -0.45  -2.06  3.02  1.011
C  -0.10  -4.26  -0.72  -1.880
C  -0.39  -3.96  -2.20  2.558
C  -3.36  -3.18  -1.92  2.575
C  3.10  0.55  -3.16  -1.732
C  -0.86  -2.99  4.01  -0.882
C  -4.03  -3.94  -3.07  -2.036
H  1.93  2.98  -2.63  0.135
H  -0.03  -3.33  -0.15  0.146
H  1.72  -4.18  -2.57  0.736
H  2.43  1.12  -3.80  0.349
H  3.53  -0.72  0.36  0.395
H  0.54  -1.45  -4.46  0.232
H  0.86  -4.79  -0.65  0.526
H  0.04  -5.95  -2.89  0.523
H  -1.67  5.60  2.48  0.376
H  0.89  -3.36  -3.89  0.182
H  -3.43  -4.78  -3.42  0.249
H  -2.69  -0.24  -5.08  0.639
H  4.07  1.06  -3.12  0.448
H  -1.81  3.13  2.97  0.435
H  2.92  5.60  0.60  0.353
H  -1.86  -3.40  3.92  0.358
H  -4.25  -3.29  -3.93  0.271
H  2.64  -1.51  4.25  0.388
H  -5.14  -2.39  -0.99  0.505
H  -0.86  -4.88  -0.26  0.285
H  2.18  5.25  -1.75  0.348
H  -4.57  -1.38  -2.32  0.289
H  -0.14  -0.39  -3.21  -0.056
H  -2.81  -0.13  -3.31  0.271
H  -4.31  -4.34  -0.39  0.654
H  -0.43  -4.09  5.79  0.325
H  -3.70  -1.37  -0.78  0.161
H  3.10  1.35  1.16  0.068
H  3.23  -0.43  -3.63  0.424
H  4.68  0.00  -0.80  0.354
H  -1.65  -5.73  -2.46  0.283
H  -1.22  6.29  0.09  0.341
H  1.88  -3.12  6.00  0.330
H  -3.75  -1.35  -4.20  0.295
H  -0.52  -0.12  -4.93  0.551
H  3.38  3.63  2.03  0.404
H  1.21  -2.49  -2.37  0.236
H  -2.76  -3.65  0.13  0.206
H  -1.71  -2.21  -6.14  0.523
H  -1.03  -5.08  -3.98  0.259
H  -0.71  -3.36  -5.26  0.314
H  3.86  -1.54  -1.18  0.409
H  -0.90  4.51  -1.60  0.393
H  -2.80  -5.07  -0.95  0.224
H  -2.47  -3.45  -5.15  0.226
H  -4.99  -4.34  -2.72  0.534

---

# C2H3N3S

C2H3N3S as an isolated structure (ωB97M-V/def2-TZVPD, the OMol25 dataset).

Maximum force (eV Å⁻¹): 5.9
2S+1: 1
Charge: 0
HOMO (Ha): -0.329

Last column: Mulliken charge in e.
Atoms and positions in Å:
S  -3.44  -0.24  0.03  0.230
N  -2.80  1.23  -0.01  -0.447
N  0.32  -0.80  -0.08  -0.554
N  -2.13  -1.22  0.03  -0.431
C  -1.47  1.04  -0.02  -0.190
C  -1.00  -0.29  -0.05  0.524
H  0.64  -1.75  -0.31  0.286
H  -0.77  1.90  -0.11  0.325
H  0.73  -0.32  -0.83  0.257

---

# C28H47BrHfNP3

C28H47BrHfNP3 as an isolated structure (ωB97M-V/def2-TZVPD, the OMol25 dataset).

Maximum force (eV Å⁻¹): 3.7
2S+1: 1
Charge: +4
HOMO (Ha): -0.686

Last column: Mulliken charge in e.
Atoms and positions in Å:
Hf  0.65  0.04  0.10  -0.396
Br  0.12  4.88  -1.44  0.076
P  -0.35  -1.96  1.50  0.669
P  -1.05  2.32  0.47  1.267
P  3.11  -0.63  0.75  0.854
N  3.00  -2.69  -5.29  -0.451
C  0.79  0.25  -1.93  0.789
C  3.69  -2.37  0.93  -1.320
C  1.28  2.24  -3.31  -0.524
C  -1.19  3.26  2.17  -0.728
C  1.16  -1.74  -4.09  -0.367
C  0.40  1.24  -2.86  0.744
C  -3.62  1.23  1.31  -1.776
C  3.08  -2.51  -2.88  -0.091
C  3.61  -2.90  -4.12  -0.646
C  1.80  -2.12  -5.28  -0.569
C  0.76  3.47  -3.55  -1.076
C  -1.01  1.44  -2.98  -0.457
C  -0.56  3.88  -2.93  -0.495
C  3.80  0.02  2.33  -1.284
C  4.43  -0.02  -0.40  -1.204
C  -0.68  -1.17  3.17  -0.606
C  0.24  -3.62  2.05  -0.481
C  1.32  -0.99  -1.70  -0.238
C  -2.29  3.54  -0.12  -0.060
C  -0.88  4.76  2.29  -1.367
C  1.86  -1.80  -2.87  1.044
C  -1.46  2.70  -2.89  -0.869
C  -2.04  -3.28  -0.32  -1.341
C  -3.59  3.50  -0.83  -2.190
C  -0.59  -4.41  3.06  -1.299
C  -2.04  -2.42  0.94  -0.309
C  -2.22  0.94  0.71  0.887
C  -2.03  -1.30  3.84  -1.383
H  -2.55  -2.94  1.77  0.628
H  -0.67  2.70  2.95  0.446
H  4.48  1.08  -0.37  0.418
H  -1.76  0.20  1.39  -1.531
H  3.35  -2.96  0.08  0.362
H  -4.00  2.53  -1.16  0.456
H  -2.85  -0.87  3.26  0.211
H  -4.22  0.32  1.15  0.442
H  -3.56  1.45  2.39  0.421
H  1.33  -1.94  -6.25  0.386
H  -1.64  0.54  -2.96  0.655
H  5.43  -0.41  -0.12  0.476
H  1.25  -3.46  2.46  0.290
H  4.58  -3.39  -4.15  0.415
H  -0.93  4.99  3.36  0.408
H  -1.64  5.37  1.78  0.404
H  -2.28  3.16  2.35  0.445
H  4.90  -0.01  2.36  0.425
H  0.15  -1.33  -4.14  0.435
H  3.63  -2.71  -1.97  0.311
H  1.41  4.28  -3.84  0.540
H  -0.42  -0.10  3.09  0.336
H  -1.53  -4.25  -0.16  0.335
H  -2.38  0.48  -0.28  0.839
H  -3.47  4.12  -1.70  0.599
H  -1.60  -4.65  2.72  0.348
H  3.42  -0.57  3.17  0.423
H  0.10  -1.60  3.81  0.700
H  -2.01  -0.77  4.79  0.434
H  -1.18  4.65  -3.39  0.634
H  -2.61  -1.50  0.75  -0.041
H  -0.67  -3.92  4.03  0.307
H  -4.33  3.98  -0.19  0.564
H  -2.30  -2.34  4.07  0.340
H  0.36  -4.21  1.14  0.556
H  -4.16  2.06  0.83  0.470
H  0.09  5.05  1.89  0.356
H  4.22  -0.34  -1.43  0.314
H  4.78  -2.46  1.00  0.500
H  -0.09  -5.37  3.24  0.458
H  3.49  1.06  2.47  0.415
H  3.26  -2.81  1.84  0.376
H  -2.53  2.86  -2.79  0.959
H  -2.04  4.58  0.14  0.610
H  2.34  1.98  -3.46  0.624
H  -3.08  -3.50  -0.61  0.443
H  -1.56  -2.77  -1.17  0.257

---

# C4H10N2O2

A 2-piece molecular cluster, C4H10N2O2 overall (ωB97M-V/def2-TZVPD, the OMol25 dataset).

Maximum force (eV Å⁻¹): 5.6
2S+1: 1
Charge: 0
HOMO (Ha): -0.320

Last column: Mulliken charge in e.
Atoms and positions in Å:
O  -0.65  -0.12  -1.90  -0.590
O  0.03  -0.16  1.73  -0.567
N  -0.95  2.19  -0.18  -0.103
N  -1.92  1.63  0.41  -0.420
C  0.38  -2.08  0.34  -1.375
C  -0.07  0.23  -0.88  0.869
C  -0.37  -0.79  0.53  0.216
C  1.39  0.66  -0.87  -1.446
H  1.92  0.08  -1.63  0.318
H  -1.45  -0.99  0.55  0.349
H  -0.32  2.67  0.48  0.264
H  0.14  -2.77  1.15  0.373
H  1.88  0.52  0.09  0.318
H  0.11  -2.54  -0.62  0.354
H  1.45  1.72  -1.15  0.428
H  -0.56  0.59  1.86  0.388
H  1.46  -1.93  0.37  0.321
H  -2.47  1.10  -0.28  0.304

---

# C22H27Cl4N3O2OsP

C22H27Cl4N3O2OsP as an isolated structure (ωB97M-V/def2-TZVPD, the OMol25 dataset).

Maximum force (eV Å⁻¹): 0.9
2S+1: 1
Charge: +3
HOMO (Ha): -0.643

Last column: Mulliken charge in e.
Atoms and positions in Å:
Os  0.16  -1.19  0.20  1.678
Cl  5.25  -1.65  -4.39  -0.033
Cl  2.87  -2.86  -5.87  -0.032
Cl  4.92  -0.44  -1.48  -0.100
Cl  0.00  -3.03  -4.54  -0.094
P  -0.45  0.94  -0.37  1.589
O  0.14  -1.85  -1.80  -0.705
O  2.11  -0.84  -0.57  -0.689
N  -1.85  3.23  0.13  0.185
N  -1.45  2.70  -2.19  0.235
N  0.37  3.55  -0.82  0.089
C  2.60  -2.28  -4.33  0.760
C  1.36  -2.36  -3.77  -0.268
C  -0.28  3.50  -2.22  -0.737
C  1.21  -1.85  -2.45  0.159
C  0.71  -0.29  4.59  -1.688
C  3.65  -1.15  -2.34  -0.137
C  -0.54  -3.38  0.62  0.549
C  -2.42  3.21  -1.22  -0.904
C  0.90  2.21  -0.42  -1.391
C  -1.65  1.89  0.67  -1.176
C  -1.58  -2.40  0.69  -1.068
C  -0.36  -0.03  3.53  1.329
C  -1.74  0.11  4.18  -1.466
C  0.70  -1.99  2.24  -0.524
C  -1.19  1.27  -2.03  -1.315
C  2.37  -1.24  -1.72  0.402
C  -0.70  4.05  0.18  -0.782
C  0.62  -3.11  1.35  -1.059
C  -0.67  -4.57  -0.28  -1.454
C  -1.51  -1.33  1.61  -0.685
C  -0.38  -1.12  2.46  0.800
C  3.77  -1.67  -3.60  0.609
H  -1.68  -4.98  -0.21  0.435
H  -2.51  0.48  3.49  0.346
H  -2.46  -2.50  0.07  0.574
H  0.65  0.48  5.36  0.430
H  -0.52  -4.29  -1.32  0.228
H  -0.11  0.91  3.03  -0.178
H  -1.68  0.82  5.00  0.433
H  -2.69  4.23  -1.50  0.351
H  -2.61  1.37  0.68  0.519
H  1.14  4.23  -0.84  0.366
H  -0.52  4.53  -2.48  0.358
H  -1.30  1.94  1.70  0.403
H  0.47  3.11  -2.90  0.363
H  -0.54  0.91  -2.83  0.441
H  -0.93  5.07  -0.12  0.355
H  -2.35  -0.65  1.68  0.676
H  1.35  2.30  0.58  0.422
H  -2.08  -0.84  4.59  0.428
H  -3.31  2.60  -1.24  0.389
H  0.05  -5.34  -0.02  0.436
H  1.69  1.92  -1.12  0.504
H  1.49  -3.76  1.26  0.553
H  1.72  -0.25  4.18  0.437
H  -0.23  4.05  1.17  0.377
H  0.56  -1.25  5.08  0.429
H  -2.13  0.72  -2.11  0.398
H  1.61  -1.84  2.80  0.449